(1)
The following is a quantum chemistry calculation of a structure of composition C17H22Br2N2O2Rh, from the OMol25 dataset.

- multiplicity = 1
- ΔE to the lowest compared entry with this formula, charge and spin (kcal/mol) = 0.0
- frontier orbital gap (alpha / beta) (eV) = 6.67 / 6.67
- E_tot (eV) = -168154.8074
- total charge = -1
- LUMO energy (alpha / beta) (eV) = 2.509 / 2.509

Each line ends with the Löwdin charge.
Positions of all 46 atoms, in Å:
Rh1 -0.401652 -1.123669 -0.709663  1.03
Br1 -0.750617 4.065771 0.091615  0.73
C1 -0.232489 2.695801 1.295549  -0.61
C2 0.076262 3.036090 2.613370  -0.19
C3 0.467006 2.082392 3.513490  -0.64
Br2 0.881858 2.613974 5.291863  0.71
C4 0.567432 0.723845 3.130787  -0.20
C5 0.991103 -0.329088 3.967905  -0.04
C6 1.073834 -1.599081 3.465971  -0.05
C7 0.723845 -1.837108 2.131493  -0.12
N1 0.308942 -0.878592 1.337493  0.01
C8 0.232673 0.392198 1.794893  -0.15
C9 -0.169836 1.383267 0.811182  -0.46
O1 -0.416816 1.049034 -0.389812  -0.17
H1 0.005680 4.071917 2.916088  0.09
H2 1.254057 -0.116245 4.995100  0.07
H3 1.410108 -2.421420 4.083315  0.10
H4 0.796023 -2.823482 1.691890  0.11
C10 3.871927 -1.462627 -1.800488  -0.07
C11 2.674116 -0.618729 -1.333495  -0.77
C12 3.091068 0.151063 -0.070260  -0.05
C13 2.314288 0.397663 -2.428878  -0.06
O2 1.620291 -1.487346 -1.106754  -0.37
H5 4.757444 -0.849126 -1.994522  0.07
H6 3.602170 -1.997404 -2.713670  0.07
H7 4.114008 -2.201821 -1.033223  0.07
H8 3.980597 0.762113 -0.251533  0.08
H9 3.308577 -0.552178 0.738756  0.08
H10 2.291136 0.817480 0.250788  0.06
H11 3.176550 1.010460 -2.714291  0.07
H12 1.511543 1.049484 -2.077928  0.06
H13 1.954959 -0.138398 -3.310134  0.08
C14 -3.597506 -0.016126 -0.197368  -0.07
C15 -3.178629 -0.626463 -1.533139  -0.74
C16 -4.268649 -1.568133 -2.048534  -0.08
C17 -2.895303 0.485378 -2.550362  -0.06
N2 -1.963927 -1.403471 -1.337559  -0.18
H14 -4.555434 0.501364 -0.309239  0.08
H15 -2.849398 0.698993 0.144252  0.06
H16 -3.705398 -0.793094 0.562062  0.07
H17 -5.201037 -1.025247 -2.224633  0.07
H18 -4.456381 -2.358032 -1.318554  0.07
H19 -3.949848 -2.033609 -2.982221  0.07
H20 -3.779421 1.112534 -2.699576  0.08
H21 -2.606777 0.052253 -3.509680  0.07
H22 -2.078362 1.107406 -2.182342  0.06

Atomic forces in eV per Å
0.433 0.029 0.071
0.013 -0.038 0.026
-0.018 0.019 -0.011
-0.004 -0.023 -0.008
-0.001 -0.020 -0.034
0.014 0.013 0.054
-0.052 0.125 -0.131
-0.004 -0.113 -0.046
0.040 0.072 0.194
-0.021 -0.017 -0.213
0.075 -0.095 -0.053
-0.012 0.020 0.163
-0.014 0.066 -0.063
-0.006 -0.107 0.091
0.003 -0.004 0.012
0.003 -0.008 0.002
-0.003 0.003 0.000
0.012 0.004 -0.004
-0.059 0.014 -0.015
-0.021 0.057 -0.255
-0.026 -0.041 0.022
0.039 -0.011 0.002
-0.143 0.024 0.284
0.001 0.002 -0.005
0.006 -0.001 0.004
0.000 0.006 0.001
0.017 -0.008 -0.001
-0.009 0.009 0.004
0.000 0.009 -0.003
-0.032 0.035 0.006
0.000 -0.002 -0.002
0.026 -0.018 -0.007
-0.115 0.071 0.033
0.144 0.264 -0.293
0.069 -0.018 0.011
-0.013 -0.014 0.059
-0.349 -0.248 0.168
0.005 0.009 0.048
0.013 -0.013 -0.029
-0.002 -0.027 -0.019
0.010 0.016 0.004
-0.004 -0.013 -0.016
-0.010 -0.015 -0.010
-0.011 -0.022 0.004
0.020 0.004 -0.006
-0.012 0.005 -0.040

=====

(2)
The following is a quantum chemistry calculation of a cluster of 3 separate species, C17H22BrF9N5O6 in total, from the OMol25 dataset.

- multiplicity = 1
- frontier orbital gap (eV) = 8.98
- E_tot (eV) = -132212.1659
- total charge = +1
- LUMO energy (eV) = -4.343

Each line ends with the Löwdin charge.
Positions of all 60 atoms, in Å:
O1 0.236172 2.461526 -1.750773  0.33
C1 0.151942 1.567635 -1.082799  -0.22
N1 0.041980 0.566340 -0.336039  0.22
N2 -0.207595 -0.567932 -1.101604  -0.09
N3 -0.224100 -0.592867 -2.387042  0.15
N4 -0.491078 -1.823650 -2.771732  0.17
C2 -0.618043 -2.560301 -1.674799  -0.23
C3 -0.881017 -4.015001 -1.654730  -0.03
C4 0.442496 -4.801186 -1.703640  -0.19
O2 0.433083 -5.598106 -2.861877  -0.08
C5 1.357072 -6.657677 -2.842575  -0.09
C6 2.728335 -6.256326 -3.340151  -0.55
F1 2.721682 -5.944623 -4.655091  0.15
F2 3.574643 -7.308090 -3.146276  0.13
F3 3.229322 -5.186807 -2.661764  0.11
N5 -0.444343 -1.784205 -0.588120  0.07
C7 -0.522546 -2.167001 0.832343  -0.06
C8 0.724177 -2.894740 1.376233  -0.24
C9 2.042992 -2.542809 0.696294  -0.60
Br1 3.293235 -4.002811 0.987624  0.71
H1 -1.412310 -4.253277 -0.738694  0.12
H2 -1.520880 -4.288342 -2.483290  0.14
H3 0.608177 -5.381279 -0.797802  0.12
H4 1.276731 -4.102121 -1.771905  0.11
H5 0.994627 -7.420115 -3.524046  0.15
H6 1.448992 -7.131571 -1.868258  0.15
H7 -1.354552 -2.853158 0.895045  0.13
H8 -0.740717 -1.276948 1.407717  0.12
H9 0.571607 -3.966456 1.355700  0.08
H10 0.817219 -2.609190 2.417428  0.11
H11 1.977955 -2.430951 -0.377144  0.04
H12 2.476917 -1.656025 1.135307  0.06
C10 -2.149116 4.678205 -2.544166  -0.06
C11 -2.849783 5.837456 -1.872407  -0.18
O3 -4.153566 5.443120 -1.405215  0.04
C12 -4.174754 4.767851 -0.269324  -0.40
O4 -3.229269 4.443941 0.387601  0.16
C13 -5.629316 4.460311 0.127053  -0.56
F4 -6.326047 4.014662 -0.921430  0.17
F5 -6.216738 5.565471 0.588566  0.18
F6 -5.661189 3.532570 1.077583  0.17
H13 -2.762028 4.270285 -3.348338  0.09
H14 -1.194014 4.998594 -2.958567  0.09
H15 -1.966484 3.877734 -1.829160  0.05
H16 -3.021325 6.648739 -2.574960  0.13
H17 -2.263833 6.233477 -1.044639  0.13
C14 3.390450 4.252872 3.071703  -0.06
C15 1.949815 4.171007 3.525207  -0.19
O5 1.419936 2.834932 3.355876  0.03
C16 1.733509 1.967453 4.304666  -0.41
O6 2.400729 2.159568 5.270926  0.19
C17 1.054558 0.620034 4.009861  -0.54
F7 1.190531 0.261996 2.713507  0.12
F8 -0.257092 0.681845 4.264001  0.17
F9 1.566266 -0.354643 4.746949  0.18
H18 3.487501 3.909475 2.040976  0.08
H19 3.744073 5.280529 3.133413  0.09
H20 4.034517 3.629934 3.690988  0.08
H21 1.315999 4.808833 2.914010  0.13
H22 1.834494 4.481810 4.561782  0.13

Atomic forces in eV per Å
0.354 2.076 -0.980
-0.322 -1.845 0.918
-0.147 -0.853 -0.093
0.205 0.149 0.509
-0.127 -0.160 -0.267
0.162 0.330 0.085
-0.279 -0.025 -0.108
0.232 -0.037 0.676
0.316 0.397 -0.436
-0.169 -0.282 0.202
-0.157 -0.115 -0.372
0.712 -0.233 -0.090
0.094 -0.133 0.880
-0.479 0.875 -0.273
-0.209 -0.526 -0.401
-0.080 0.008 -0.322
0.426 0.024 0.304
0.169 0.420 -0.306
0.025 -0.377 0.333
0.030 0.174 -0.039
-0.194 -0.116 0.082
0.025 0.022 -0.290
-0.169 -0.271 0.091
0.162 0.113 0.105
-0.077 -0.052 -0.178
0.106 0.150 0.287
-0.407 0.116 0.037
-0.076 0.262 -0.080
-0.105 -0.184 -0.161
-0.096 -0.100 0.261
-0.034 0.032 -0.211
0.151 0.195 -0.043
-0.107 -0.199 0.011
0.393 0.142 -0.261
-0.108 0.086 0.096
0.115 0.139 -0.221
0.072 -0.137 0.158
-0.128 -0.090 0.030
-0.018 -0.015 -0.007
-0.021 0.054 0.012
0.012 -0.029 0.045
0.015 0.096 -0.059
-0.004 0.043 -0.008
0.032 0.055 0.043
-0.192 -0.037 0.001
-0.083 -0.085 0.122
0.044 -0.298 -0.005
0.187 0.524 -0.044
-0.115 -0.114 -0.061
-0.014 0.331 -0.151
0.087 -0.139 0.182
-0.170 -0.386 0.147
0.042 0.002 -0.146
-0.041 0.117 -0.055
0.115 0.033 0.008
-0.026 0.095 -0.035
-0.028 0.027 0.000
-0.008 0.058 0.068
-0.102 -0.143 -0.053
0.010 -0.166 0.063

=====

(3)
The following is a quantum chemistry calculation of a structure of composition C17H22Cl2O4Pd, from the OMol25 dataset.

- multiplicity = 5
- ⟨S²⟩ = 6.02
- frontier orbital gap (alpha / beta) (eV) = 4.96 / 5.02
- E_tot (eV) = -54698.2635
- total charge = -2
- LUMO energy (alpha / beta) (eV) = 4.832 / 4.143

Each line ends with the Löwdin charge.
Positions of all 46 atoms, in Å:
C1 -0.683785 0.736261 -2.401463  -0.21
C2 -1.563944 -0.345907 -2.061104  -0.18
C3 -0.780474 -1.481760 -1.776184  -0.15
C4 -3.030653 -0.305470 -2.076852  -0.10
C5 0.605695 -1.140640 -1.980406  -0.23
C6 0.631287 0.238692 -2.441607  -0.18
C7 1.828781 0.983086 -2.831980  -0.06
C8 -1.086731 2.130234 -2.636086  -0.08
C9 -1.263422 -2.796135 -1.318501  -0.03
C10 1.761932 -1.905050 -1.779545  -0.05
Pd1 1.425362 1.011311 0.771999  0.81
Cl1 -3.822744 1.140514 0.845943  -0.70
Cl2 -0.561468 2.079244 0.612328  0.00
O1 2.880372 -0.449564 0.258670  -0.21
H1 -3.397902 0.603061 -1.580284  -0.02
H2 -3.451132 -1.147910 -1.516632  0.06
H3 -3.394802 -0.336230 -3.115655  0.08
H4 -2.010626 -2.669287 -0.523531  0.09
H5 -0.449377 -3.420255 -0.924032  0.07
H6 -1.756127 -3.330020 -2.145313  0.09
H7 1.645042 -2.911175 -1.388937  0.04
H8 2.562194 -1.056807 -0.505921  0.00
H9 2.560219 -1.739398 -2.498951  0.05
H10 2.727521 0.416669 -2.562204  0.07
H11 1.876372 1.946004 -2.285102  0.05
H12 1.837407 1.134824 -3.926803  0.09
H13 -1.888299 2.415507 -1.945281  0.06
H14 -1.452943 2.249096 -3.663095  0.08
H15 -0.241171 2.810049 -2.494033  0.07
H16 2.822453 -0.964497 1.093893  0.05
O2 2.122720 2.318251 -0.417056  -0.53
H17 1.882805 3.157125 0.026704  -0.05
O3 0.798448 1.490189 3.199716  -0.09
C11 0.615007 0.250313 3.153914  -0.64
O4 0.689957 -0.478853 2.083440  -0.19
C12 0.342364 -0.454141 4.439474  -0.13
C13 0.341270 -1.845626 4.485625  -0.03
C14 0.229169 -2.493072 5.717924  -0.11
C15 0.132464 -1.747305 6.905657  -0.12
C16 0.139062 -0.338831 6.851798  -0.10
C17 0.252636 0.301638 5.614462  -0.02
H18 0.434642 -2.403891 3.550922  0.11
H19 0.216875 -3.586222 5.739521  0.09
H20 0.039665 -2.265169 7.864301  0.08
H21 0.051428 0.258993 7.766879  0.09
H22 0.280552 1.392655 5.516787  0.12

Atomic forces in eV per Å
-2.168 -1.624 0.572
1.134 1.991 -0.786
1.520 0.228 0.234
-0.552 0.152 0.139
0.218 0.462 -0.301
0.217 -1.410 0.623
0.523 0.205 -0.344
-0.241 0.491 -0.198
-0.248 -0.355 0.295
-0.568 -0.509 -0.686
-0.933 0.070 0.496
-0.637 -0.083 0.007
-1.744 0.836 -0.093
1.460 -1.799 0.123
-0.027 -0.193 -0.010
-0.043 0.196 -0.152
-0.076 -0.025 0.109
0.108 -0.024 -0.136
-0.222 0.191 -0.196
0.060 -0.023 0.143
0.127 -0.072 -0.131
0.013 0.405 0.794
0.276 -0.045 0.328
-0.086 0.212 -0.073
0.004 -0.436 -0.371
0.010 0.096 0.204
0.180 -0.042 -0.073
-0.065 0.093 -0.091
-0.159 -0.092 0.074
-0.123 0.178 -0.880
1.910 2.603 -0.755
-0.064 -0.532 -0.582
0.338 -1.511 0.186
-0.065 0.782 -1.088
0.039 0.088 2.025
0.198 -0.205 0.512
-0.126 -0.078 0.368
-0.029 0.227 0.211
-0.038 0.194 -0.360
-0.030 -0.358 -0.241
-0.116 -0.229 0.195
-0.064 0.256 0.311
0.009 0.317 0.136
0.040 0.183 -0.265
0.053 -0.308 -0.318
-0.013 -0.502 0.044

=====

(4)
The following is a quantum chemistry calculation of an isolated molecule of C17H22ClN3O, from the OMol25 dataset.

- multiplicity = 1
- ΔE to the lowest compared entry with this formula, charge and spin (kcal/mol) = 0.0
- frontier orbital gap (eV) = 9.19
- E_tot (eV) = -37026.1550
- SMILES string = C[C@@H]1CN(Cc2cn(C)nc2-c2cccc(Cl)c2)C[C@H](C)O1
- LUMO energy (eV) = 0.705

Each line ends with the Löwdin charge.
Positions of all 44 atoms, in Å:
C1 1.756212 1.969769 -1.004730  -0.03
C2 0.496670 2.706970 -1.470058  -0.35
C3 -0.689624 2.379404 -0.559330  -0.13
N1 -1.158473 1.034076 -0.830038  -0.15
C4 -2.183024 0.623795 0.115698  -0.16
C5 -1.625071 0.515824 1.496033  -0.15
C6 -2.131941 1.109231 2.632182  -0.02
N2 -1.294559 0.818538 3.648612  -0.21
C7 -1.419714 1.199628 5.025040  -0.02
N3 -0.268570 0.089258 3.240462  0.14
C8 -0.437870 -0.121098 1.938199  -0.20
C9 0.544088 -0.893550 1.188746  -0.16
C10 1.880311 -0.871007 1.587513  -0.03
C11 2.830718 -1.595971 0.895399  -0.07
C12 2.470550 -2.365116 -0.199188  -0.11
C13 1.139314 -2.399322 -0.579362  -0.67
Cl1 0.665371 -3.377725 -1.929445  0.68
C14 0.175798 -1.673032 0.096335  -0.06
C15 -1.623862 0.970532 -2.200968  -0.14
C16 -0.467067 1.277606 -3.159824  -0.35
C17 0.491160 0.089306 -3.262231  -0.04
O1 0.173960 2.498171 -2.832739  -0.08
H1 2.506775 1.989977 -1.789887  0.09
H2 2.157631 2.464380 -0.123551  0.08
H3 1.530073 0.940608 -0.745634  0.05
H4 0.689630 3.787068 -1.425829  0.15
H5 -1.497586 3.118444 -0.724940  0.13
H6 -0.368664 2.443538 0.481951  0.13
H7 -2.576546 -0.344270 -0.212019  0.12
H8 -3.031460 1.334786 0.131829  0.13
H9 -3.014384 1.699981 2.778013  0.13
H10 -2.337199 0.793718 5.455616  0.09
H11 -1.431866 2.286827 5.124364  0.09
H12 -0.561434 0.796386 5.558111  0.09
H13 2.154356 -0.276372 2.444280  0.11
H14 3.864500 -1.566030 1.205437  0.11
H15 3.206456 -2.933219 -0.745912  0.10
H16 -0.851757 -1.726976 -0.218250  0.11
H17 -2.445860 1.691484 -2.374794  0.13
H18 -1.997027 -0.034776 -2.408366  0.13
H19 -0.881844 1.475532 -4.157177  0.15
H20 0.022109 -0.706363 -3.835625  0.08
H21 0.737754 -0.291862 -2.277576  0.04
H22 1.402722 0.394393 -3.768947  0.09

Atomic forces in eV per Å
-0.269 0.118 -0.235
0.122 0.191 0.457
0.203 0.244 -0.198
-0.110 0.064 -0.022
0.012 -0.049 -0.019
-0.101 0.072 0.262
0.123 -0.205 -0.232
-0.240 0.082 -0.531
-0.052 0.136 0.467
0.611 -0.418 0.111
-0.631 0.430 0.323
0.466 -0.286 -0.097
-0.151 0.016 -0.019
0.024 -0.044 -0.032
-0.038 -0.012 -0.036
0.060 0.070 0.139
-0.057 -0.105 -0.140
0.133 0.024 0.107
0.096 0.192 -0.244
-0.221 -0.354 -0.249
-0.132 0.364 0.034
-0.025 0.022 -0.051
0.118 0.000 -0.052
0.060 0.044 0.125
0.046 -0.143 0.037
-0.057 -0.179 0.098
0.024 -0.063 0.040
-0.008 0.063 -0.027
-0.041 0.090 -0.044
0.031 -0.104 -0.063
-0.179 0.152 0.030
0.068 0.004 -0.009
0.024 -0.060 0.006
-0.066 0.034 -0.042
0.046 0.073 0.071
0.087 0.007 0.027
0.039 -0.057 -0.067
-0.136 -0.015 -0.074
0.028 -0.069 0.030
-0.034 -0.004 -0.020
-0.006 -0.106 0.182
-0.041 -0.121 -0.045
0.070 -0.092 0.069
0.100 -0.005 -0.066